DFT (ωB97M-V/def2-TZVPD) results for a 8-piece molecular cluster, C46H77BN14O8 overall in a non-equilibrium geometry.

Calculated values
Kohn-Sham gap   8.670 eV
Total charge   +6
LUMO level   -8.70 eV
Energy relative to the best compared isomer or geometry (same formula, charge and spin)   0.0 kcal per mole
Highest occupied orbital energy   -17.371 eV

Positions of all 146 atoms, in Å:
C -1.6034 -5.0783 -12.7592
H 1.9110 -7.3074 2.4675
C 0.9346 -6.8529 2.5484
C -4.5158 -4.4085 -8.9968
C 5.1368 -1.3383 -1.4432
C 0.4744 8.4637 0.0830
N -6.1293 3.7545 4.6674
H 13.3212 -6.1809 9.5546
H -5.6543 3.4308 2.7916
H 2.6493 7.8068 -3.5899
H 2.6705 0.7179 -5.8122
H 0.0982 -7.0889 -1.7014
C -6.6925 4.4173 5.7507
C -6.9785 3.4346 6.7297
H 9.3173 -1.0536 9.7489
H 12.8798 -5.6587 7.9289
H -8.7470 2.5921 -0.4003
C 8.7111 -2.9182 8.9574
C -0.2736 -6.5991 -0.8014
C 0.1038 -7.5660 0.3831
H 5.9801 0.8134 0.6416
H -6.7334 -5.9788 -10.2814
C -0.8045 -5.6830 3.3960
C -6.8649 2.1914 -4.0676
H -1.3460 -5.0914 4.1193
H 2.3847 -5.5394 4.6012
N 5.8503 -0.1492 -1.2174
H -5.3829 5.7644 -3.6072
C -1.2517 -0.2017 -0.5351
H -1.3223 -6.3017 -0.8032
N -6.7224 2.2356 6.1742
H -7.5969 1.1704 7.6854
H -1.1006 -3.6570 -11.1190
H 2.5785 1.2354 -4.1806
H 11.8993 -4.9764 11.6030
N -0.1026 -6.9256 1.6478
H 2.8212 9.5212 -3.0153
H -2.2016 -4.2711 -8.6394
C 10.1342 -3.9768 10.7114
H -7.0787 5.3753 2.4563
H -6.9395 6.3766 -3.8199
H -8.5978 4.6692 -2.8988
C -6.0733 5.5114 2.8547
N 1.5861 8.4166 -1.9547
H -0.6012 -5.1383 -13.1835
H -5.9977 0.6732 7.2707
C 13.0848 -5.3113 8.9415
H -2.1178 -6.1051 1.5905
O -1.6902 -0.8276 -1.5391
C 1.3318 -5.7012 4.8320
H -6.7047 5.4931 5.8453
H 9.8496 -1.2664 8.0395
H 4.9066 -0.4490 -5.2471
H 6.8530 -0.6397 0.5395
H -7.3123 4.6101 -5.7410
N 11.9291 -4.6453 9.4197
H -7.5182 0.5495 -2.5879
H 1.0711 -8.0680 0.3622
H -9.5987 1.2474 -1.2835
C -1.1734 1.2858 -0.3588
C -0.2962 0.0836 3.8506
H -10.0685 2.9182 -1.5129
H 0.0172 8.8106 0.9979
C -1.2189 -6.2307 2.1758
C 9.0425 -1.4132 8.7573
C -8.1808 3.7008 -3.1326
H 8.0097 -2.8488 9.7888
C 10.9520 -4.0205 8.6321
H 1.3761 8.9771 -3.9804
N -8.2571 2.5094 -2.4018
H 1.1534 6.0642 1.6052
H 0.3001 -5.6888 -0.6271
C -4.1420 -4.8263 -11.1847
C -6.9522 0.9629 6.8313
H 9.5301 -3.6611 11.5491
C 6.6077 0.2464 -0.0459
C 2.1363 8.7058 -3.2480
H -5.3701 5.8629 2.0996
O -0.6139 -0.6864 0.5732
O -1.4164 2.1053 -1.2035
H 2.5637 -0.5428 -4.6325
C 2.9912 0.4446 -4.8070
N 1.4674 7.4716 0.0731
C -6.5985 -4.9058 -10.4176
H -5.6288 3.9962 -5.2893
O -0.5912 -0.0280 5.0373
N 0.5377 -6.0626 3.6316
H 4.0235 6.9967 1.0079
C -5.4939 4.2536 3.4882
C 11.3956 -4.5819 10.7329
O 1.0680 0.3774 1.9560
H -2.1564 -4.5925 -13.5631
H -1.9110 -6.1235 -12.7894
H -5.7298 1.6522 4.3166
C -1.6070 -4.5988 -11.3304
H -7.3717 0.2813 6.0914
H 3.4118 5.3383 0.6820
C 1.8933 6.8176 1.3351
O -0.7067 1.6215 0.8690
C 2.1358 7.4397 -1.1395
O 2.2234 -0.0568 4.0530
H -7.3473 3.4444 7.7448
H 1.0907 -4.7857 5.3723
H 6.0245 1.6810 -2.3066
H 2.9391 6.7712 -1.4118
H -6.8834 -4.7799 -11.4622
H 10.8031 -3.8119 7.5829
H -4.3979 -5.0017 -12.2192
H 5.0362 1.2110 -4.9668
H 1.9898 7.5899 2.0982
C -9.2143 2.2664 -1.3296
H 4.0489 -1.9421 -3.3085
N 4.9018 0.0192 -3.2699
C -6.1708 2.4088 4.9487
H 8.3036 -3.3469 8.0418
H 13.9253 -4.6320 9.0838
H -5.0620 -4.5241 -8.0723
H -0.9752 -5.2436 -10.7196
N -7.2045 3.5068 -4.0395
H 0.1395 9.9483 -1.6008
C -3.0646 -4.3936 -9.2771
H 5.2347 -2.1122 -0.6963
N -2.9146 -4.4964 -10.6669
B -0.3491 0.3697 1.5597
H -7.1413 -4.3413 -9.6595
N 9.8898 -3.6199 9.4608
H 1.1322 -6.5505 5.4853
C -6.1577 5.8516 -4.3689
H 8.1787 -0.8783 8.3627
C 5.6459 0.6701 -2.2725
H -6.1458 1.8253 -4.7854
C -7.5384 1.5289 -3.0427
H 3.7332 5.9620 2.3110
C 4.4715 0.3402 -4.6338
O -1.0362 0.2054 2.8526
H -0.6051 -8.3830 0.2487
C 4.6160 -1.2175 -2.7430
H 7.6114 0.6042 -0.2752
H -6.1621 6.3321 3.5665
H -5.9443 6.5362 -5.1897
H -4.4288 4.3083 3.7135
C -6.5580 4.4663 -4.9674
N -5.1149 -4.7177 -10.2232
C 0.5895 9.0629 -1.1766
C 3.3361 6.2134 1.3275
C 1.2089 0.0827 3.3367

Cartesian forces, eV/Å:
C 0.0935 -0.9955 -0.7783
H -0.1563 0.0182 -0.1795
C -2.3892 2.0223 1.2763
C 3.9585 -1.2325 -2.1360
C 0.7030 1.3413 -1.7785
C 2.3312 0.3124 -2.8680
N -1.6574 -2.0381 2.8471
H -0.3344 -0.0157 0.0347
H 0.4567 0.0853 -0.3164
H 0.1109 0.2797 -0.0636
H 0.5609 -0.0644 -0.1850
H -0.5248 0.2556 -0.1893
C 0.6120 -1.3983 1.4225
C -0.1175 1.8747 -1.5694
H 0.0897 0.4713 -0.2744
H 0.4871 0.2879 0.0239
H -0.1600 -0.3525 0.1176
C 0.0225 2.0256 0.3144
C 1.7995 -0.2243 1.3243
C -2.1253 -0.4322 -2.0633
H 0.3334 0.5752 -0.3463
H -0.3644 0.0327 0.4358
C 0.7873 -1.2283 -1.3521
C -0.0006 -1.5305 1.0553
H 0.0601 -0.0394 -0.1592
H -0.0724 -0.6530 -0.2868
N -1.5362 0.3597 -2.2804
H 0.4676 -0.0469 -0.5214
C -0.0249 -3.0053 -1.6434
H 0.0351 -0.5245 -0.1762
N 1.1272 0.3314 -1.9616
H -0.3406 -0.3395 -0.3363
H -0.2875 0.4590 -0.7094
H -0.1561 -0.3558 0.3316
H 0.1879 -0.0396 -0.2741
N 1.4567 0.8883 3.4703
H 0.2083 0.0475 -0.9694
H -0.2483 0.0893 0.0071
C 2.6352 -0.6942 1.3625
H 0.1746 -0.2290 -0.1844
H -0.5659 -0.3086 -0.1720
H -0.2152 -0.2694 0.1505
C 0.1093 0.3829 0.7734
N -0.9331 -2.4249 4.4876
H 0.2662 0.2910 0.4965
H -0.0715 -0.5824 -0.2953
C 1.3321 -0.5614 0.1065
H 0.0455 -0.1067 0.2881
O 1.7238 2.2402 4.1925
C 0.0576 -0.9299 0.1817
H -0.1374 -0.1612 -0.1427
H 0.1482 0.0258 0.1618
H -0.2076 -0.1814 -0.0259
H -0.2728 -0.3603 -0.2215
H 0.5436 0.0047 -0.4307
N -5.7915 2.3876 0.6205
H 0.1511 -0.0488 -0.5405
H 0.1645 0.6666 -0.1448
H 0.4616 0.0354 -0.1688
C 0.1169 2.5660 0.2375
C 2.9300 -0.8212 4.4104
H -0.0373 -0.0879 0.1225
H -0.2178 -0.2443 -0.2354
C 2.2286 0.2529 0.8846
C 0.1670 -0.7672 -0.1951
C 1.9342 -1.8955 1.2282
H -0.3231 -0.9118 -0.3031
C -0.9909 -0.0873 2.9650
H 0.0552 0.1108 0.2365
N -1.0874 1.3643 -2.2141
H -0.0074 0.1853 0.0473
H 0.0693 0.1800 -0.3656
C -0.3991 1.4106 1.3318
C 0.4436 0.2069 0.5186
H -0.0718 -0.3024 -0.0899
C 0.2608 -1.1095 1.2481
C 0.2953 0.5762 -0.2149
H -0.2367 -0.1445 -0.1669
O -1.4237 -0.6373 -1.5141
O -0.1738 -0.3593 0.0277
H -0.4030 0.2474 0.3597
C -0.5909 0.0667 0.0149
N 1.0945 0.3468 -1.1326
C 1.2608 -1.4125 -0.0869
H -0.4384 -0.1438 -0.3688
O 0.1848 0.2065 -2.2345
N -1.1392 -0.2559 -2.7403
H 0.0698 -0.0443 -0.3815
C 0.1798 -0.1864 -1.3316
C -0.5248 0.1132 -0.6695
O 1.4354 -0.8621 2.4576
H -0.3560 0.6151 0.6054
H -0.2335 -0.1060 0.1245
H -0.2747 -0.0369 0.0950
C 0.9590 0.6368 0.3729
H 0.0799 -0.1906 0.5148
H 0.1030 0.0355 0.0034
C 1.4045 -0.7164 0.5759
O -0.6311 -1.0789 -0.9207
C -2.6596 1.8520 1.0060
O -3.5234 0.4895 -3.5409
H -0.1556 0.5448 -0.1945
H -0.9609 0.0321 -0.6283
H -0.0119 -0.1219 -0.2637
H -0.1403 0.1004 0.1115
H 0.0744 0.8141 0.2317
H 0.9284 -0.4458 -0.0914
H 0.3386 0.0149 0.0174
H -0.2457 0.2877 0.2460
H -0.7215 0.1204 -0.0952
C -0.4132 0.9851 0.3470
H 0.0938 0.0646 0.1064
N 1.2801 -0.1902 3.7148
C -0.3622 1.5495 0.6004
H 0.0754 -0.4020 0.3775
H 0.1589 -0.0997 -0.6882
H 0.1434 0.3812 -0.0640
H -0.3599 -0.6144 -0.0795
N -0.6562 -0.1371 0.3879
H -0.2775 -0.1533 0.2017
C -4.0070 0.6471 -0.4567
H -0.3832 -0.1587 -0.3931
N -2.6104 -1.8325 1.1606
B 1.1466 0.4547 0.3477
H 0.0839 0.0861 -0.4702
N 2.0109 -0.9585 -3.5104
H 0.6974 0.2244 0.4008
C -0.8829 -0.5416 0.4877
H -0.0712 -0.0565 0.2722
C -0.7192 -1.1122 -1.3116
H -0.1111 -0.0161 0.1659
C 0.7626 1.8828 -0.3477
H -0.7076 -0.1484 0.1540
C 1.5586 0.6264 -0.9673
O -3.2393 0.2805 -2.6197
H -0.0747 -0.2294 0.5433
C 0.3059 -0.6362 2.0221
H -0.4782 0.7126 -0.2955
H 0.1387 -0.0018 0.1427
H 0.5400 -0.2487 0.0722
H 0.0111 0.3448 -0.2036
C -0.4502 1.4080 0.5325
N 1.6320 0.6011 -0.1976
C 0.5667 -0.5804 -0.0678
C -0.5279 0.5325 -0.7774
C 1.4804 0.5127 0.6599